127
Properties=species:S:1:pos:R:3:lowdin_charge:R:1 method="wB97M-V/def2-TZVPD" gap_ev=7.470 molar_mass_da=956.73 charge=+1 lumo_energy_ev=-3.0 e_homo_ev=-10.5061
C 2.826 -0.635 2.190 -0.131
O 3.343 -2.006 2.273 -0.233
C 2.984 -2.722 1.033 -0.215
C 4.210 -2.609 0.002 -0.163
C 3.984 -3.366 -1.401 -0.193
C 3.461 -2.360 -2.582 -0.186
C 2.135 -1.660 -2.008 -0.236
C 1.294 -0.801 -3.076 -0.176
C -0.016 -0.242 -2.271 -0.189
C -0.002 1.353 -2.049 -0.083
C 0.214 1.822 -0.539 -0.035
N -0.398 1.275 0.662 -0.039
C -1.371 0.153 0.806 -0.107
C -2.699 0.332 -0.124 -0.126
C -3.898 -0.656 0.306 -0.692
F -3.641 -1.394 1.507 -0.095
Br -5.580 0.414 0.610 0.770
C -4.283 -1.734 -0.854 -0.695
F -5.066 -1.163 -1.914 -0.065
F -3.070 -2.339 -1.372 -0.037
Br -5.404 -3.222 -0.069 0.758
C 0.001 1.975 1.898 0.063
C 0.936 3.045 1.278 -0.001
N 1.072 2.956 -0.168 -0.061
C 1.826 3.788 -1.146 -0.150
C 3.425 3.585 -1.129 -0.655
C 4.036 3.227 -2.604 -0.152
Br 4.082 2.171 0.099 0.716
H 1.679 -0.589 2.282 0.080
H 3.275 0.055 2.981 0.098
H 3.071 -0.286 1.114 0.019
H 2.663 -3.803 1.271 0.112
H 2.015 -2.195 0.667 0.095
H 5.168 -2.958 0.516 0.124
H 4.329 -1.483 -0.250 0.099
H 3.186 -4.201 -1.292 0.118
H 4.979 -3.802 -1.757 0.108
H 3.319 -2.890 -3.584 0.118
H 4.269 -1.531 -2.635 0.116
H 1.423 -2.488 -1.610 0.124
H 2.336 -0.960 -1.111 0.095
H 0.879 -1.440 -3.950 0.126
H 1.929 0.070 -3.461 0.105
H -0.954 -0.477 -2.910 0.120
H -0.090 -0.866 -1.317 0.086
H 0.765 1.787 -2.791 0.113
H -1.030 1.755 -2.387 0.132
H -1.760 0.205 1.896 0.150
H -0.949 -0.882 0.570 0.110
H -3.081 1.425 -0.120 0.117
H -2.481 0.100 -1.239 0.108
H -0.289 1.785 2.984 0.131
H 1.487 3.847 1.890 0.140
H 1.447 3.687 -2.219 0.125
H 1.635 4.893 -0.848 0.153
H 3.908 4.597 -0.849 0.100
H 4.070 2.074 -2.731 0.069
H 3.480 3.755 -3.452 0.070
H 5.130 3.601 -2.569 0.091
C 5.755 9.100 -4.076 -0.070
C 6.288 8.186 -2.976 -0.426
C 6.035 6.686 -3.236 -0.194
O 4.689 6.262 -3.020 -0.233
C 3.799 6.579 -4.078 -0.102
N 5.725 8.610 -1.688 0.039
H 4.676 9.254 -4.011 0.065
H 6.216 10.088 -3.999 0.082
H 5.986 8.701 -5.068 0.081
H 7.373 8.327 -2.938 0.139
H 6.638 6.113 -2.520 0.121
H 6.374 6.384 -4.236 0.123
H 4.278 6.504 -5.057 0.099
H 3.378 7.575 -3.930 0.078
H 2.968 5.868 -4.044 0.070
H 6.169 8.076 -0.943 0.072
H 4.753 8.300 -1.662 0.067
C 0.874 0.056 8.584 -0.070
C -0.507 -0.076 7.948 -0.428
C -0.469 -0.348 6.429 -0.198
O -0.141 0.789 5.629 -0.215
C 1.242 1.101 5.591 -0.108
N -1.293 1.124 8.260 0.040
H 1.330 1.032 8.405 0.065
H 0.800 -0.059 9.670 0.082
H 1.556 -0.715 8.214 0.080
H -0.996 -0.936 8.416 0.138
H -1.477 -0.643 6.114 0.120
H 0.191 -1.190 6.184 0.119
H 1.868 0.206 5.603 0.094
H 1.501 1.764 6.417 0.079
H 1.437 1.647 4.662 0.065
H -2.248 0.985 7.935 0.073
H -0.944 1.881 7.671 0.070
C -1.056 -3.673 1.852 -0.069
C -0.811 -5.125 1.451 -0.416
C -1.499 -6.151 2.375 -0.194
O -0.865 -6.330 3.638 -0.185
C -1.146 -5.313 4.586 -0.105
N 0.635 -5.360 1.368 0.042
H -0.434 -3.356 2.692 0.068
H -0.816 -3.007 1.016 0.050
H -2.104 -3.507 2.119 0.072
H -1.237 -5.257 0.450 0.137
H -1.451 -7.131 1.886 0.126
H -2.565 -5.925 2.511 0.120
H -2.172 -4.944 4.502 0.091
H -0.432 -4.494 4.483 0.070
H -1.012 -5.738 5.584 0.092
H 0.796 -6.292 0.990 0.082
H 0.990 -5.423 2.324 0.079
C -7.297 -1.871 -3.477 -0.088
C -8.766 -2.224 -3.694 -0.422
C -9.053 -3.740 -3.660 -0.198
O -8.647 -4.448 -4.828 -0.188
C -7.259 -4.731 -4.890 -0.107
N -9.221 -1.620 -4.952 0.038
H -6.690 -2.022 -4.371 0.070
H -7.203 -0.814 -3.210 0.075
H -6.862 -2.456 -2.668 0.031
H -9.330 -1.771 -2.873 0.136
H -10.140 -3.876 -3.602 0.123
H -8.634 -4.212 -2.761 0.117
H -6.839 -4.952 -3.905 0.088
H -6.727 -3.901 -5.358 0.073
H -7.123 -5.607 -5.528 0.090
H -10.227 -1.758 -5.037 0.074
H -8.834 -2.175 -5.716 0.072